Computed, not measured: a molecular structure, C32H41N2O3S4W, with ωB97M-V with the def2-TZVPD basis set.

```
83
Properties=species:S:1:pos:R:3:forces:R:3:lowdin_charge:R:1
W -0.474244 -0.874280 -0.536872 0.08 0.23 -0.27 1.03
C 1.185812 -3.802581 -0.619171 -0.01 -0.01 0.01 -0.45
C 2.318681 -2.934671 -0.076179 0.00 -0.01 0.00 -0.44
S 1.884316 -1.160687 0.170694 0.06 -0.03 0.05 0.81
C 2.144000 -1.001533 1.975309 0.00 0.00 0.00 -0.46
C 0.995470 -0.368483 2.750298 0.00 0.01 -0.01 -0.50
S -0.674217 -0.700605 2.170192 0.00 0.01 -0.01 0.89
C -1.003264 -2.443027 2.553105 0.00 -0.01 -0.01 -0.46
C -0.219667 -3.474289 1.756208 0.00 0.02 0.01 -0.44
S -0.463202 -3.320451 -0.055693 0.01 -0.03 0.00 0.90
H 1.110033 -3.736043 -1.703956 0.01 -0.01 0.02 0.06
H 1.352077 -4.848859 -0.358531 -0.01 0.00 0.01 0.10
H 2.703460 -3.321509 0.865932 0.00 0.00 0.00 0.07
H 3.147409 -2.949793 -0.783266 0.00 0.01 0.00 0.08
H 2.378979 -1.992219 2.357561 0.00 0.00 0.00 0.07
H 3.029616 -0.379232 2.099257 0.00 0.00 0.00 0.08
H 1.068539 -0.630137 3.807311 0.00 0.01 0.00 0.09
H 1.055776 0.716964 2.663576 0.00 0.01 0.00 0.01
H -0.838856 -2.598538 3.620317 0.00 -0.01 0.00 0.09
H -2.074888 -2.544963 2.368983 0.00 0.00 0.00 0.07
H 0.843160 -3.400612 1.973664 0.00 0.00 -0.01 0.06
H -0.548417 -4.475574 2.036803 0.00 0.00 0.00 0.09
C -6.765038 -2.304019 1.932614 0.00 0.00 0.00 -0.06
O -6.608593 -0.892554 1.991866 0.00 0.00 0.00 -0.05
C -5.499099 -0.353421 1.465150 -0.01 0.00 -0.01 -0.27
C -5.424139 1.052624 1.528009 0.00 0.00 0.00 0.01
C -4.337255 1.683395 1.002029 0.01 0.00 0.00 -0.01
C -3.262090 0.973162 0.417694 -0.01 -0.01 -0.01 -0.12
C -2.164798 1.685793 -0.181599 0.00 0.02 0.01 -0.35
C -2.204653 3.175135 -0.351541 0.00 0.00 0.00 0.00
O -1.133911 1.116493 -0.599804 0.03 -0.12 0.04 -0.18
C -3.347077 -0.437039 0.370099 0.01 0.01 0.03 -0.33
O -2.415280 -1.217099 -0.163045 0.01 -0.05 -0.01 -0.32
C -4.476981 -1.084678 0.888188 0.00 0.00 0.00 0.06
H -7.723057 -2.517261 2.395401 0.00 0.00 0.00 0.10
H -5.971080 -2.808044 2.487850 0.00 0.00 0.00 0.10
H -6.772124 -2.652901 0.898354 0.00 0.00 0.00 0.10
H -6.238701 1.597608 1.982903 0.00 0.00 0.00 0.13
H -4.293711 2.763004 1.041438 0.00 0.00 0.00 0.12
H -2.190170 3.659007 0.627032 0.00 0.00 0.00 0.10
H -3.109095 3.491209 -0.870625 0.00 0.00 0.00 0.10
H -1.322135 3.485700 -0.903225 0.00 0.00 0.00 0.08
H -4.512635 -2.160815 0.802564 0.00 0.00 0.00 0.12
N 3.908753 3.726705 0.511878 0.00 0.00 0.00 0.12
C 2.720020 3.653555 1.126974 0.00 -0.01 -0.01 -0.89
S 1.563876 2.509342 0.681415 -0.01 -0.02 0.00 0.64
N 2.486443 4.537737 2.115945 0.00 0.00 0.01 0.04
C 3.376140 5.579376 2.526844 0.00 0.00 -0.01 -0.27
C 3.987489 5.510697 3.771192 -0.01 0.00 0.00 -0.02
C 4.838098 6.529296 4.174927 0.01 0.00 0.00 -0.07
C 5.090137 7.601518 3.330999 -0.01 0.00 0.00 -0.07
C 4.481172 7.664032 2.085334 0.00 0.00 0.00 -0.07
C 3.615656 6.657578 1.683123 0.00 0.00 0.00 -0.03
H 4.084619 3.088252 -0.241975 0.00 0.00 0.00 0.10
H 4.596969 4.419286 0.756994 0.00 0.00 0.00 0.10
H 1.596339 4.435911 2.575498 0.00 0.00 0.00 0.13
H 3.792715 4.662185 4.414552 0.00 0.00 0.00 0.12
H 5.309901 6.481157 5.147088 0.00 0.00 0.00 0.11
H 5.758140 8.391819 3.645849 0.00 0.00 0.00 0.11
H 4.668641 8.504394 1.430545 0.00 0.00 0.00 0.11
H 3.115758 6.704624 0.723629 0.00 0.00 0.00 0.12
C 1.902214 -1.285870 -4.012114 0.00 0.00 -0.01 -0.05
C 0.415815 -1.475230 -3.691666 0.01 0.03 -0.01 -0.55
C -0.413545 -0.602753 -4.654019 0.00 -0.01 -0.01 -0.02
C 0.138155 -1.030640 -2.285136 -0.09 -0.04 0.16 -0.30
C -0.031138 -2.932935 -3.805949 -0.01 0.00 -0.01 -0.21
C 0.781155 -3.924385 -4.345857 0.01 0.00 -0.02 -0.04
C 0.348832 -5.245675 -4.407207 0.00 0.01 -0.01 -0.07
C -0.903933 -5.594231 -3.931764 0.00 0.00 0.01 -0.08
C -1.727913 -4.610114 -3.398831 0.00 -0.01 0.00 -0.07
C -1.295374 -3.296194 -3.338044 -0.01 0.00 -0.01 -0.07
H 2.173583 -0.238444 -3.873222 0.00 0.00 0.00 0.09
H 2.123382 -1.551036 -5.046851 0.00 0.01 0.01 0.09
H 2.535913 -1.889806 -3.358307 0.00 0.00 0.00 0.08
H -0.135919 0.447615 -4.548749 0.00 0.00 0.00 0.09
H -1.478334 -0.699200 -4.447081 -0.01 0.00 0.00 0.09
H -0.230762 -0.910514 -5.685018 0.00 0.00 0.00 0.10
H 0.786689 -0.118937 -1.960305 -0.06 0.00 0.07 0.05
H 1.765310 -3.682066 -4.724133 -0.01 0.00 0.00 0.10
H 0.997663 -6.000196 -4.833173 0.00 0.00 0.00 0.11
H -1.240584 -6.621361 -3.980564 0.00 0.00 0.00 0.10
H -2.711206 -4.868307 -3.026821 0.00 0.00 0.00 0.11
H -1.939823 -2.541360 -2.902894 -0.01 0.00 -0.01 0.11
```
Positions in Å, forces in eV/Å.

Values from the calculation:
**LUMO energy (spin up / spin down)**: -2.133 / -2.133 eV
**Electronic energy**: -3238.8755 Ha
**Total charge**: +1